Density functional theory data (wB97M-V/def2-TZVPD) for 16 unconnected molecules or ions with the total composition H33O16 at a distorted geometry.

Each atom is followed by the atoms it is bonded to, with distances in Å.
Cartesian coordinates (Å):
1 O 2.86 -0.58 0.60  H2 0.997, H3 0.961
2 H 1.92 -0.62 0.26  O1 0.997
3 H 2.85 0.24 1.10  O1 0.961
4 O -3.35 1.03 -1.39  H14 0.972, H47 0.952
5 H 0.07 -5.90 0.98  O7 0.958
6 H -0.21 -1.85 -2.16  O36 0.985
7 O 0.45 -5.18 1.49  H5 0.958, H8 1.024
8 H 1.09 -5.58 2.18  O7 1.024
9 H 0.33 4.27 3.42  O25 0.954
10 O -1.19 1.43 4.83  H11 0.997, H23 0.965
11 H -0.86 2.34 4.57  O10 0.997
12 H -0.84 -0.98 -0.56  O27 1.145
13 O 1.36 -2.67 0.24  H15 1.000, H26 0.965
14 H -3.64 0.11 -1.45  O4 0.972
15 H 1.47 -3.66 0.38  O13 1.000
16 O -1.57 -2.15 2.03  H17 0.973, H34 0.977
17 H -0.83 -2.78 1.99  O16 0.973
18 H -2.05 -0.11 -0.38  O27 1.010
19 O -0.38 2.69 -3.19  H20 0.957, H21 0.986
20 H -1.19 2.76 -3.70  O19 0.957
21 H 0.32 2.61 -3.87  O19 0.986
22 O 5.03 0.41 1.58  H24 0.956, H48 0.999
23 H -1.50 1.68 5.71  O10 0.965
24 H 5.28 -0.51 1.59  O22 0.956
25 O 0.59 3.67 4.12  H9 0.954, H41 0.948
26 H 1.63 -2.25 1.06  O13 0.965
27 O -1.93 -1.10 -0.22  H12 1.145, H18 1.010, H29 1.071
28 H -1.99 -1.12 -3.24  O30 0.959
29 H -1.99 -1.23 0.84  O27 1.071
30 O -1.96 -2.04 -2.95  H28 0.959, H31 0.948
31 H -2.40 -2.75 -3.39  O30 0.948
32 H -3.49 3.20 1.41  O39 0.956
33 O 0.16 -0.63 -4.80  H38 1.061, H40 0.978
34 H -1.47 -1.76 2.92  O16 0.977
35 H -4.56 2.94 0.33  O39 0.955
36 O 0.18 -1.24 -1.50  H6 0.985, H37 1.010
37 H 0.96 -1.78 -1.16  O36 1.010
38 H 0.29 0.33 -4.37  O33 1.061
39 O -4.06 2.53 1.04  H32 0.956, H35 0.955
40 H 0.56 -0.16 -5.55  O33 0.978
41 H 0.65 4.19 4.91  O25 0.948
42 O 2.88 1.42 -3.44  H43 0.996, H44 0.988
43 H 2.69 0.72 -2.75  O42 0.996
44 H 2.26 2.13 -3.15  O42 0.988
45 O 1.66 1.85 0.98  H46 0.963, H49 1.023
46 H 1.53 1.54 1.89  O45 0.963
47 H -4.15 1.53 -1.34  O4 0.952
48 H 5.87 0.89 1.33  O22 0.999
49 H 0.69 2.08 0.76  O45 1.023

HOMO   -13.111 eV
Multiplicity   1
M   289.25 g mol⁻¹
Net charge   +1
Orbital gap   10.439 eV
ΔE to the lowest compared entry with this formula, charge and spin   4.352 eV
Lowest unoccupied orbital energy   -2.7 eV